DFT (ωB97M-V/def2-TZVPD) results for 2 unconnected molecules or ions with the total composition C6H12O.

```
! RIJCOSX wB97M-V def2-TZVPD def2/J DEFGRID3
* xyz 0 1
C 2.554 -0.442 -0.295
O 1.269 -0.949 0.017
C 0.270 -0.069 -0.117
C 0.092 1.179 -0.574
C -1.387 1.153 -0.232
C -1.149 -0.295 0.313
C -1.873 -1.442 -0.369
H 2.889 0.246 0.489
H 2.549 0.081 -1.259
H 3.224 -1.302 -0.343
H 0.735 1.940 -1.002
H -2.065 1.195 -1.092
H -1.729 1.868 0.528
H -1.257 -0.354 1.405
H -2.949 -1.416 -0.165
H -1.722 -1.393 -1.453
H -1.481 -2.403 -0.018
H 1.268 1.003 2.359
H 0.985 1.325 1.750
*
```

Output
ΔE to the lowest compared entry with this formula, charge and spin: 2.854 eV
HOMO energy: -0.3122 Eh
Maximum force: 0.27 eV Å⁻¹
LUMO level: 0.04225 hartree
SMILES: COC1=CC[C@H]1C.[H][H]
Frontier orbital gap: 0.3545 hartree